{"formula": "C11H31ClIOP2Rh", "method": "ωB97M-V/def2-TZVPD", "e_tot_ev": -56146.299, "e_lumo_ev": [-6.701, -10.762], "s2": 6.015, "largest_force_ev_per_a": 1.998, "spin_multiplicity": 5, "charge": 2, "symbols": ["H", "C", "H", "H", "H", "H", "H", "C", "C", "H", "H", "C", "C", "H", "H", "P", "H", "H", "H", "C", "H", "C", "H", "Cl", "H", "H", "P", "I", "H", "O", "H", "H", "H", "H", "C", "H", "H", "Rh", "H", "H", "C", "H", "H", "H", "C", "H", "H", "C"], "positions_angstrom": [[-1.24559, 0.74317, 0.85626], [2.50336, 2.36854, -2.29403], [2.58224, 3.41912, -2.59243], [1.14037, -3.17488, 0.12019], [0.53839, -4.25347, -1.16144], [-1.43219, -0.98318, 0.80633], [1.09344, 2.73177, 0.34347], [-2.56626, -0.28037, 3.10822], [-0.34625, -2.70037, -3.34233], [0.24105, 1.55371, 4.79160], [0.00819, -1.19829, 3.50156], [2.45963, -2.42769, -2.40700], [-0.38160, -0.36229, 4.12492], [-3.56434, 1.51109, 3.76601], [-0.59587, 2.91487, -0.20330], [0.72618, -2.02124, -2.03592], [-0.38492, -0.19311, -0.33916], [-1.39772, -2.60484, -3.03809], [-0.17807, -2.12737, -4.26678], [0.43329, -3.25847, -0.70965], [0.65574, 4.06023, -0.76354], [0.71738, 0.62859, 4.49756], [2.88230, 1.70032, -3.07014], [1.64445, -0.11437, -5.21421], [1.32521, 0.91466, 3.61096], [-0.10437, -3.75777, -3.45201], [0.75365, 1.94449, -1.99366], [1.09853, -0.27634, 1.64913], [-0.58735, -3.13873, -0.33560], [-1.33158, 0.36195, 3.32431], [3.03815, -2.31104, -1.48155], [-3.46214, 0.28210, 5.03060], [-0.24144, 2.23302, -4.17735], [-2.60876, -1.37096, 3.28736], [-0.27420, 2.80307, -3.23544], [2.80821, -1.72414, -3.16637], [-1.31095, 2.86116, -2.88336], [0.53013, 0.04746, -3.30790], [1.43168, 0.27511, 5.24348], [-2.86457, -0.14752, 2.05742], [-0.72244, -0.19024, 0.66792], [-0.92470, -0.78985, 4.98482], [3.06312, 2.21144, -1.36371], [0.11700, 3.81586, -3.34194], [0.45631, 3.00049, -0.50629], [-4.63442, 0.06536, 3.70733], [2.53031, -3.46458, -2.75182], [-3.61865, 0.42351, 3.95560]]}

{"formula": "C11H32ClO11S3Ti", "method": "ωB97M-V/def2-TZVPD", "e_tot_ev": -102579.476, "e_lumo_ev": [-2.240, -7.786], "s2": 6.003, "largest_force_ev_per_a": 4.158, "spin_multiplicity": 5, "charge": 1, "symbols": ["Cl", "H", "H", "H", "H", "H", "H", "H", "H", "O", "H", "H", "O", "C", "C", "O", "O", "C", "H", "H", "H", "C", "C", "H", "H", "O", "H", "H", "H", "H", "O", "S", "H", "H", "C", "Ti", "H", "O", "O", "H", "H", "O", "C", "H", "O", "C", "C", "C", "S", "C", "O", "H", "H", "S", "H", "H", "H", "H", "H"], "positions_angstrom": [[-19.98406, 9.59599, -18.47044], [-20.68782, 2.47186, -17.10352], [-18.18111, 1.33747, -17.29809], [-21.52724, 6.43748, -23.58014], [-21.85526, 6.10781, -21.87096], [-27.06232, 8.19552, -15.96144], [-23.99478, 12.24917, -17.68881], [-23.39123, 13.47689, -18.80689], [-21.45416, 12.19106, -23.38916], [-24.32592, 7.51366, -15.40696], [-21.11718, 8.66453, -22.92102], [-20.22056, 6.38966, -22.35764], [-24.20610, 6.97072, -20.81758], [-19.75249, 2.99967, -17.28974], [-21.24726, 6.69547, -22.55879], [-22.84755, 12.16675, -21.16776], [-24.89231, 9.72291, -16.71082], [-26.79358, 7.33646, -15.34672], [-22.27757, 12.08794, -18.18728], [-20.98828, 13.55806, -22.39793], [-19.48700, 3.44060, -16.32890], [-20.90121, 12.47580, -22.49403], [-25.48145, 6.67798, -15.77820], [-24.59383, 6.12683, -18.99296], [-20.91631, 12.12130, -20.42472], [-22.43293, 4.31339, -17.99831], [-19.02442, 1.69631, -18.84931], [-21.34521, 10.69246, -21.33174], [-21.76238, 6.57778, -16.48210], [-25.73198, 5.67108, -20.33578], [-19.87236, 4.03832, -18.32026], [-21.17592, 5.07718, -18.26476], [-26.63369, 7.66647, -14.32025], [-25.52284, 6.45338, -16.84400], [-22.30955, 9.39202, -15.57500], [-22.02349, 8.13819, -19.88096], [-24.05567, 6.68507, -21.72167], [-25.20156, 11.82883, -20.23146], [-21.12813, 5.99118, -19.39442], [-20.70828, 5.32940, -15.98092], [-20.05302, 6.80173, -16.97556], [-23.25795, 7.92361, -17.61162], [-21.47341, 11.77427, -21.29495], [-25.46759, 5.70098, -15.29510], [-21.37266, 8.09991, -22.18785], [-18.61901, 2.11253, -17.92708], [-23.26597, 12.44623, -18.47501], [-24.69748, 5.84825, -20.04165], [-23.80907, 11.50285, -19.98418], [-20.83772, 6.07496, -16.76545], [-23.43475, 10.09457, -19.97623], [-24.04665, 4.97989, -20.14403], [-27.62580, 6.63912, -15.25067], [-23.80426, 8.71551, -16.52162], [-19.85947, 12.21255, -22.67726], [-17.73693, 2.70072, -18.18020], [-21.50787, 8.65658, -15.50766], [-22.74748, 9.87363, -14.70072], [-21.80440, 10.17254, -16.14397]]}

{"formula": "C11H33Ag2O13", "method": "ωB97M-V/def2-TZVPD", "e_tot_ev": -46535.526, "e_lumo_ev": [-7.187, -10.943], "s2": 0.756, "largest_force_ev_per_a": 3.792, "spin_multiplicity": 2, "charge": 2, "symbols": ["H", "O", "H", "C", "H", "H", "O", "H", "O", "C", "C", "C", "O", "H", "H", "H", "O", "H", "O", "C", "O", "C", "H", "H", "C", "H", "O", "H", "H", "H", "H", "H", "H", "O", "C", "C", "Ag", "O", "H", "H", "H", "O", "H", "H", "H", "O", "H", "H", "H", "C", "H", "O", "Ag", "C", "H", "H", "H", "H", "H"], "positions_angstrom": [[-12.95925, -10.79887, 25.39052], [-15.60474, -14.97140, 26.19077], [-14.66378, -14.26867, 23.25564], [-19.52053, -11.35892, 25.37408], [-14.82075, -13.03456, 25.92647], [-17.41110, -9.97798, 21.47915], [-14.83267, -9.34586, 26.74900], [-18.44594, -9.02706, 22.31576], [-11.82663, -9.15137, 26.02013], [-15.51699, -14.68486, 22.71999], [-18.00994, -9.08155, 21.31824], [-14.95229, -15.58237, 21.60811], [-18.71494, -6.97456, 25.95771], [-15.39964, -13.45318, 27.55133], [-11.19664, -8.91326, 26.70424], [-11.82655, -11.02763, 26.68589], [-18.86093, -9.15262, 20.25916], [-19.70994, -9.52304, 20.51127], [-17.43160, -10.35710, 26.29289], [-15.31826, -10.09444, 23.57195], [-16.19842, -13.55039, 22.26249], [-17.14493, -5.89324, 24.38229], [-19.42626, -6.73434, 26.55598], [-19.20380, -5.32826, 24.88864], [-18.32995, -5.76072, 25.37597], [-17.44361, -6.63250, 23.63907], [-15.92726, -11.08207, 24.22072], [-14.05128, -11.12870, 27.47077], [-19.05509, -9.80348, 24.56662], [-18.54522, -11.66590, 27.32766], [-14.49214, -16.46379, 22.05471], [-15.68965, -7.08814, 24.55753], [-17.37192, -8.19843, 21.28424], [-16.04058, -6.36298, 25.07964], [-15.59073, -13.56752, 26.48432], [-18.71714, -10.89807, 26.57334], [-14.03571, -12.54416, 21.39177], [-14.09071, -14.91858, 20.74482], [-17.01622, -4.94876, 23.85361], [-16.10766, -15.36495, 26.90756], [-18.07195, -5.05942, 26.16951], [-15.36241, -8.90897, 23.96638], [-16.55664, -13.10074, 26.29139], [-15.83165, -11.82629, 23.62188], [-18.96145, -12.06377, 24.75867], [-19.86247, -10.32125, 24.52622], [-14.73274, -9.32591, 25.79442], [-17.00867, -10.88193, 25.60931], [-17.06942, -13.83710, 21.97832], [-12.59477, -10.34951, 26.31428], [-15.77828, -15.98950, 21.02493], [-14.86607, -10.40485, 22.47096], [-13.90580, -8.19173, 22.01304], [-13.69786, -10.10601, 27.33918], [-13.26701, -9.65166, 28.23139], [-20.43002, -11.88459, 25.66493], [-19.25405, -10.16632, 27.17697], [-13.80420, -15.47028, 20.01328], [-16.13837, -15.16408, 23.47652]]}

{"formula": "C11H33ClN7O11", "method": "ωB97M-V/def2-TZVPD", "e_tot_ev": -57410.057, "e_lumo_ev": 1.944, "largest_force_ev_per_a": 8.917, "charge": -1, "symbols": ["N", "H", "H", "H", "H", "H", "H", "H", "N", "C", "C", "C", "H", "H", "H", "H", "O", "C", "C", "O", "H", "N", "H", "C", "H", "H", "C", "H", "O", "H", "H", "H", "O", "O", "O", "O", "H", "H", "N", "H", "H", "O", "C", "H", "H", "H", "N", "H", "O", "H", "N", "H", "N", "H", "H", "C", "C", "O", "H", "H", "C", "Cl", "O"], "positions_angstrom": [[1.85444, 0.53695, -6.49238], [1.65543, 7.10290, -4.93807], [-2.58572, 0.66110, 5.32611], [-2.64190, -3.62739, -1.23160], [-5.12108, -2.70298, 0.80425], [4.21709, 0.30013, 7.63367], [-1.26967, 0.67072, 6.48452], [-4.16425, -1.56209, -0.01326], [3.79687, -0.35080, -6.39064], [-0.77269, -4.92988, -3.05542], [-5.23375, -3.14282, -1.30592], [3.50004, 7.00705, -5.43354], [5.39868, 0.84388, 6.46131], [-0.04044, -4.13800, -2.89781], [-2.53831, -0.29104, 7.99258], [4.56369, 6.37525, -3.86081], [3.38383, 7.18596, -6.57782], [-5.06689, -2.15997, -0.13930], [-3.40062, -2.28588, -2.79726], [-0.48927, -1.65219, 6.50579], [7.14847, 1.65476, 7.04939], [6.95594, 1.48516, 8.02625], [-4.79843, -3.65237, -3.19465], [-7.07274, -1.36162, 0.85526], [-1.48663, -2.55694, -2.16408], [0.94734, 0.64459, -6.92329], [2.71930, -0.19821, -7.16104], [-3.47544, -1.28624, -2.36922], [-2.03544, -4.21131, -3.28333], [-3.26615, -2.32728, -3.87815], [-2.13237, -1.92787, 5.36125], [-7.41074, -2.39688, 0.90104], [1.65064, 2.40716, 0.06742], [3.84745, 2.32833, -0.81995], [-3.04234, -0.20231, 7.18037], [-6.15061, -1.13352, -0.13960], [4.61175, -0.70285, -6.87243], [2.81967, 6.54163, -3.76317], [2.58304, 7.14164, -4.54040], [-0.94391, -1.96650, 7.29070], [-6.69200, -0.99614, 1.80898], [5.48003, 0.65670, 9.55410], [-2.11293, 0.08373, 6.12060], [-0.62774, -5.48925, -3.97964], [-0.97295, -0.90041, 4.61841], [-4.82200, -4.09743, -0.97836], [-4.71568, -2.83829, -2.60259], [7.69725, 1.50381, 8.71197], [2.52248, -0.63405, -8.28567], [3.83845, 0.01704, -5.45092], [4.56661, 6.63761, -4.83615], [5.44710, 6.33823, -5.23011], [5.09031, 0.76022, 7.41944], [-1.01066, -5.60638, -2.23455], [-6.30041, -3.35263, -1.38536], [-1.39820, -1.15512, 5.58917], [5.82394, 0.89982, 8.40685], [3.60606, 2.15240, 1.47005], [2.03533, 0.92094, -5.57589], [-7.86817, -0.71580, 0.48337], [-2.34441, -3.22844, -2.20136], [3.04764, 2.73701, 0.33396], [3.19566, 4.18616, 0.54691]]}

{"formula": "C11H34KN2O5", "method": "ωB97M-V/def2-TZVPD", "e_tot_ev": -41495.810, "e_lumo_ev": -2.142, "relative_energy_ev": 0.000, "largest_force_ev_per_a": 1.293, "charge": 1, "symbols": ["H", "C", "H", "H", "C", "H", "O", "N", "O", "C", "C", "H", "H", "H", "H", "H", "C", "K", "O", "H", "H", "H", "H", "H", "H", "H", "H", "H", "H", "H", "H", "H", "O", "H", "H", "C", "O", "H", "H", "H", "H", "H", "C", "H", "N", "C", "H", "C", "H", "H", "C", "H", "C"], "positions_angstrom": [[3.28206, -2.31335, -3.10245], [-0.89960, -2.69652, 2.12927], [3.19411, -2.38147, 2.35038], [-4.79783, 2.09417, -1.37879], [0.56859, 1.46192, -3.35340], [3.08904, -1.60799, 0.75222], [1.35939, -2.41503, 1.36770], [-2.38905, 1.62990, -0.39635], [1.61592, -2.04505, -1.86978], [-1.65572, 1.90137, -2.71467], [0.56980, -2.89101, 2.45404], [0.81205, 1.25668, 4.45395], [3.37559, 2.02170, -1.28282], [-2.99898, 0.40972, -1.94799], [0.63105, 2.51469, -3.63979], [-0.13916, 2.79263, 3.29168], [-4.04460, 2.28654, -2.14169], [0.08482, -0.43629, -0.23080], [0.27184, 0.79459, 3.80886], [1.80079, 2.78922, 0.12704], [-1.39119, -4.47212, 1.01147], [1.95941, 1.39337, 1.07235], [2.88322, -0.65017, -2.71284], [3.28163, 2.61956, 1.11115], [0.74207, -3.96941, 2.53542], [-1.53990, 2.99190, -2.65805], [-2.40754, -3.14296, 0.55951], [-2.26258, -1.16481, 2.16795], [-1.50023, 1.67407, 3.21402], [-1.91278, 1.63234, -3.74543], [2.38281, -0.80584, 2.20941], [1.61742, -3.00245, -1.78433], [3.13264, 1.38587, -0.60435], [-1.46712, -3.16124, 2.94994], [-4.46901, 2.02902, -3.11376], [2.91854, -1.65652, -2.30787], [-0.43630, 1.27186, -2.35973], [-3.82762, 3.35617, -2.15334], [-1.98809, 2.54966, -0.24438], [-0.74228, -3.21614, -0.00597], [-0.88217, -0.74757, 2.84382], [3.64132, -1.69897, -1.49046], [-0.42799, 1.77579, 3.03360], [0.81843, -2.40718, 3.39998], [-1.25982, -1.27407, 2.05922], [2.57814, -1.75489, 1.70022], [1.50820, 1.15294, -2.90091], [-1.38968, -3.38912, 0.86053], [0.34331, 0.84767, -4.22780], [-0.23678, 1.56865, 1.98154], [-2.79078, 1.47271, -1.80648], [-3.17059, 1.53872, 0.23940], [2.56520, 2.08677, 0.48956]]}

Repeat the fourth record exactly.
{"formula": "C11H33ClN7O11", "method": "ωB97M-V/def2-TZVPD", "e_tot_ev": -57410.057, "e_lumo_ev": 1.944, "largest_force_ev_per_a": 8.917, "charge": -1, "symbols": ["N", "H", "H", "H", "H", "H", "H", "H", "N", "C", "C", "C", "H", "H", "H", "H", "O", "C", "C", "O", "H", "N", "H", "C", "H", "H", "C", "H", "O", "H", "H", "H", "O", "O", "O", "O", "H", "H", "N", "H", "H", "O", "C", "H", "H", "H", "N", "H", "O", "H", "N", "H", "N", "H", "H", "C", "C", "O", "H", "H", "C", "Cl", "O"], "positions_angstrom": [[1.85444, 0.53695, -6.49238], [1.65543, 7.10290, -4.93807], [-2.58572, 0.66110, 5.32611], [-2.64190, -3.62739, -1.23160], [-5.12108, -2.70298, 0.80425], [4.21709, 0.30013, 7.63367], [-1.26967, 0.67072, 6.48452], [-4.16425, -1.56209, -0.01326], [3.79687, -0.35080, -6.39064], [-0.77269, -4.92988, -3.05542], [-5.23375, -3.14282, -1.30592], [3.50004, 7.00705, -5.43354], [5.39868, 0.84388, 6.46131], [-0.04044, -4.13800, -2.89781], [-2.53831, -0.29104, 7.99258], [4.56369, 6.37525, -3.86081], [3.38383, 7.18596, -6.57782], [-5.06689, -2.15997, -0.13930], [-3.40062, -2.28588, -2.79726], [-0.48927, -1.65219, 6.50579], [7.14847, 1.65476, 7.04939], [6.95594, 1.48516, 8.02625], [-4.79843, -3.65237, -3.19465], [-7.07274, -1.36162, 0.85526], [-1.48663, -2.55694, -2.16408], [0.94734, 0.64459, -6.92329], [2.71930, -0.19821, -7.16104], [-3.47544, -1.28624, -2.36922], [-2.03544, -4.21131, -3.28333], [-3.26615, -2.32728, -3.87815], [-2.13237, -1.92787, 5.36125], [-7.41074, -2.39688, 0.90104], [1.65064, 2.40716, 0.06742], [3.84745, 2.32833, -0.81995], [-3.04234, -0.20231, 7.18037], [-6.15061, -1.13352, -0.13960], [4.61175, -0.70285, -6.87243], [2.81967, 6.54163, -3.76317], [2.58304, 7.14164, -4.54040], [-0.94391, -1.96650, 7.29070], [-6.69200, -0.99614, 1.80898], [5.48003, 0.65670, 9.55410], [-2.11293, 0.08373, 6.12060], [-0.62774, -5.48925, -3.97964], [-0.97295, -0.90041, 4.61841], [-4.82200, -4.09743, -0.97836], [-4.71568, -2.83829, -2.60259], [7.69725, 1.50381, 8.71197], [2.52248, -0.63405, -8.28567], [3.83845, 0.01704, -5.45092], [4.56661, 6.63761, -4.83615], [5.44710, 6.33823, -5.23011], [5.09031, 0.76022, 7.41944], [-1.01066, -5.60638, -2.23455], [-6.30041, -3.35263, -1.38536], [-1.39820, -1.15512, 5.58917], [5.82394, 0.89982, 8.40685], [3.60606, 2.15240, 1.47005], [2.03533, 0.92094, -5.57589], [-7.86817, -0.71580, 0.48337], [-2.34441, -3.22844, -2.20136], [3.04764, 2.73701, 0.33396], [3.19566, 4.18616, 0.54691]]}